A molecular structure, C46H45FNP2RuS, computed with ωB97M-V/def2-TZVPD.

Values from the calculation:
Spin multiplicity = 6
HOMO (alpha / beta) = -6.6 / -6.9 eV
Gap between HOMO and LUMO (alpha / beta) = 6.87 / 6.01 eV
Strongest force on any atom = 1.40 eV/Å
Lowest unoccupied orbital energy (alpha / beta) = 0.011 / -0.031 Ha
Energy above the lowest of the compared OMol25 structures with the same formula, charge and spin = 1.458 eV

```
97
Properties=species:S:1:pos:R:3:forces:R:3:lowdin_spin:R:1
Ru -0.2882 -0.2561 0.0368 -0.02 -0.94 1.04 3.356
C -2.3761 -1.0807 1.1239 -0.11 0.07 -0.16 0.090
C -1.7405 -0.8137 2.3762 0.02 0.02 0.05 0.201
C -1.6634 0.5871 2.5464 -0.12 0.08 -0.16 0.133
C -2.1963 1.1959 1.3958 0.01 -0.03 0.20 0.171
C -2.6562 0.1678 0.5109 -0.02 -0.27 0.00 0.088
C -3.6521 0.3974 -0.5825 0.08 -0.03 0.14 0.011
C -2.4870 2.6560 1.2829 0.08 -0.09 -0.08 0.021
C -1.3080 1.3531 3.7836 -0.06 0.06 -0.09 0.013
C -1.3436 -1.8701 3.3522 0.09 0.11 -0.11 0.026
C -2.9904 -2.3999 0.7715 -0.04 0.06 0.15 0.008
H -3.6824 -0.4366 -1.2844 -0.04 0.07 0.00 0.000
H -3.4269 1.3125 -1.1263 -0.08 0.03 -0.01 0.002
H -4.6490 0.5124 -0.1457 -0.03 -0.02 -0.06 0.003
H -1.6529 3.2585 1.6462 -0.01 0.04 -0.03 0.003
H -3.3662 2.9079 1.8858 0.00 0.02 0.00 0.009
H -2.6994 2.9500 0.2556 -0.01 0.04 0.01 0.000
H -0.5490 2.1163 3.5924 0.02 -0.02 0.02 0.004
H -0.9494 0.7022 4.5794 0.01 0.03 0.03 0.000
H -2.1966 1.8754 4.1503 0.02 0.00 0.06 0.005
H -0.3946 -2.3282 3.0588 -0.01 -0.04 0.01 0.010
H -2.0957 -2.6594 3.3873 0.01 -0.02 0.02 0.004
H -1.2263 -1.4577 4.3539 0.02 -0.04 0.02 0.001
H -3.3904 -2.4045 -0.2404 -0.02 -0.05 0.12 0.000
H -3.8142 -2.6081 1.4626 -0.01 0.01 0.01 0.003
H -2.2642 -3.2077 0.8578 -0.05 -0.01 -0.01 0.002
N 0.5344 0.9601 -2.9296 0.02 -0.11 0.55 0.007
P 1.6464 -0.1417 -2.2199 0.07 0.03 -1.00 0.065
C 3.2022 0.6004 -2.8786 -0.02 0.01 0.36 0.019
C 3.3982 0.7451 -4.2521 0.08 0.03 0.03 0.004
C 4.5502 1.3478 -4.7294 -0.02 0.00 -0.05 0.001
C 5.5228 1.7968 -3.8438 0.02 -0.01 0.01 0.000
C 5.3389 1.6446 -2.4794 0.05 0.00 0.05 0.000
C 4.1787 1.0520 -1.9973 -0.10 -0.01 0.01 0.001
C 1.5887 -1.5768 -3.3521 -0.03 0.01 0.18 0.006
C 0.7340 -1.6692 -4.4408 -0.03 0.03 0.07 0.002
C 0.7113 -2.8243 -5.2118 -0.07 -0.02 -0.01 0.001
C 1.5334 -3.8907 -4.8886 -0.02 -0.05 -0.04 0.001
C 2.4019 -3.7969 -3.8081 0.05 0.00 0.06 0.001
C 2.4314 -2.6442 -3.0438 -0.06 0.03 -0.09 0.004
P -0.6687 1.5754 -1.8876 0.74 0.55 -0.70 0.087
C -1.6050 2.4233 -3.2300 -0.33 -0.16 0.26 0.026
C -1.0228 3.4967 -3.9061 0.02 -0.01 0.03 0.005
C -1.6854 4.1048 -4.9592 0.06 0.01 -0.03 0.001
C -2.9391 3.6523 -5.3498 0.00 0.00 0.00 0.000
C -3.5125 2.5693 -4.7035 0.01 0.04 -0.08 0.000
C -2.8427 1.9520 -3.6553 -0.04 -0.05 0.00 0.002
C 0.0531 3.0226 -0.9924 -0.17 -0.14 0.03 0.013
C 1.1764 2.7946 -0.1933 0.02 0.06 -0.17 0.017
C 1.6516 3.7759 0.6611 0.00 0.00 0.01 0.004
C 1.0043 5.0018 0.7331 0.06 0.00 0.07 0.003
C -0.1091 5.2419 -0.0562 -0.10 0.03 -0.04 0.005
C -0.5873 4.2576 -0.9103 0.08 -0.01 -0.01 0.003
H 0.8500 1.5329 -3.7004 -0.04 0.04 -0.10 0.000
H 2.6596 0.3671 -4.9498 0.00 -0.02 -0.01 0.000
H 4.6981 1.4546 -5.7968 0.00 0.00 0.01 0.000
H 6.4279 2.2549 -4.2214 -0.01 0.00 0.00 0.000
H 6.0991 1.9803 -1.7853 -0.01 0.02 -0.01 0.000
H 4.0252 0.9326 -0.9302 0.05 0.02 0.00 0.000
H 0.0730 -0.8448 -4.6798 -0.04 -0.01 0.04 0.000
H 0.0279 -2.8955 -6.0487 0.02 -0.01 -0.01 0.000
H 1.4891 -4.8032 -5.4696 0.03 0.01 -0.01 0.000
H 3.0416 -4.6309 -3.5485 0.00 0.00 -0.02 0.000
H 3.1033 -2.5707 -2.1956 -0.02 -0.07 0.03 0.001
H -0.0508 3.8643 -3.5969 -0.02 0.03 -0.02 0.000
H -1.2212 4.9344 -5.4769 -0.01 0.01 0.02 0.000
H -3.4610 4.1436 -6.1607 0.00 -0.02 -0.01 0.000
H -4.4818 2.2042 -5.0174 0.01 -0.03 0.02 0.000
H -3.2918 1.0909 -3.1785 0.02 0.02 0.02 0.001
H 1.6915 1.8434 -0.2421 0.01 -0.05 0.09 0.008
H 2.5165 3.5759 1.2812 0.00 -0.01 -0.03 0.000
H 1.3686 5.7635 1.4108 -0.02 0.02 -0.02 0.000
H -0.6264 6.1915 0.0021 0.04 0.01 -0.01 0.000
H -1.4644 4.4558 -1.5129 -0.03 0.01 0.05 0.000
S 0.0876 -2.8082 -0.4261 0.02 0.66 0.05 0.221
C -1.1685 -3.2247 -1.5750 0.01 0.08 -0.11 0.028
C -1.9404 -2.2451 -2.2102 0.23 -0.28 -0.18 0.020
C -2.9695 -2.5915 -3.0694 0.04 0.09 -0.10 0.001
C -3.2472 -3.9262 -3.3255 -0.08 -0.06 -0.02 0.006
C -2.4737 -4.9074 -2.7191 0.02 -0.06 0.03 0.000
C -1.4451 -4.5661 -1.8557 -0.01 0.12 -0.04 0.012
H -1.7170 -1.2021 -2.0133 -0.02 0.06 -0.09 0.010
H -3.5490 -1.8145 -3.5577 -0.01 -0.01 0.04 0.000
H -4.0585 -4.2010 -3.9874 0.02 0.01 -0.02 0.000
H -2.6770 -5.9546 -2.9091 -0.01 0.02 -0.03 0.000
H -0.8463 -5.3342 -1.3831 -0.03 -0.01 0.02 0.003
F 4.9302 -0.5436 3.7270 0.05 -0.02 0.04 0.005
C 3.8117 -0.5044 2.9702 -0.07 0.02 -0.06 0.014
C 3.8784 -0.8903 1.6483 0.07 -0.05 -0.03 0.003
C 2.7229 -0.8319 0.8786 -0.02 -0.05 0.05 0.041
C 1.5022 -0.3660 1.3775 -0.48 0.15 -0.25 0.141
C 1.4921 -0.0234 2.7325 0.10 0.02 -0.04 0.034
C 2.6261 -0.0894 3.5350 -0.06 0.03 0.07 0.002
H 4.8164 -1.2361 1.2313 0.00 -0.03 0.04 0.001
H 2.7899 -1.1919 -0.1404 0.00 0.02 -0.03 0.005
H 0.5776 0.3036 3.1975 0.16 -0.04 -0.04 0.002
H 2.5804 0.1738 4.5845 0.08 0.02 -0.01 0.000
```
Forces are in eV/Å.